[1]
Formula: C30H69BF2N6O4S2
Source: the OMol25 dataset
Level of theory: wB97M-V/def2-TZVPD

Last columns: bonded neighbours and bond lengths (Å).
Positions of all 114 atoms, in Å:
1 B 0.1368 -0.0915 -0.0142  H2 1.161, H3 1.162, H4 1.157, H5 1.153
2 H 0.3516 -0.4336 -1.1024  B1 1.161
3 H 0.3645 -0.9850 0.6923  B1 1.162
4 H 0.8369 0.8050 0.1958  B1 1.157
5 H -0.9549 0.2576 0.1121  B1 1.153
6 C -1.7512 1.8761 -6.0191  C7 1.532, H14 1.093, H15 1.087, H16 1.091
7 C -0.6793 1.1161 -5.2318  C6 1.532, N8 1.452, H17 1.093, H18 1.085
8 N -0.1127 1.9382 -4.1779  C7 1.452, C9 1.374, C12 1.347
9 C 0.5041 3.1543 -4.3479  N8 1.374, C10 1.357, H19 1.077
10 C 0.8409 3.6726 -3.1401  C9 1.357, N11 1.381, H20 1.076
11 N 0.3292 2.7955 -2.2041  C10 1.381, C12 1.340, C13 1.459
12 C -0.3187 1.8176 -2.8526  N8 1.347, N11 1.340, H21 1.079
13 C 0.1887 3.1219 -0.7889  N11 1.459, H22 1.087, H23 1.088, H24 1.089
14 H -1.2470 2.6997 -6.5313  C6 1.093
15 H -2.5824 2.2101 -5.4033  C6 1.087
16 H -2.1201 1.3404 -6.8947  C6 1.091
17 H 0.1292 1.0170 -5.9608  C7 1.093
18 H -0.9963 0.1314 -4.9033  C7 1.085
19 H 0.6911 3.5402 -5.3361  C9 1.077
20 H 1.2781 4.6267 -2.9048  C10 1.076
21 H -0.7857 0.9656 -2.3843  C12 1.079
22 H -0.0128 4.1745 -0.6101  C13 1.087
23 H 1.1175 2.7824 -0.3359  C13 1.088
24 H -0.6447 2.5226 -0.4265  C13 1.089
25 C -2.5934 -0.5636 6.8551  C26 1.537, H34 1.086, H35 1.092, H36 1.093
26 C -2.3212 0.5219 5.8012  C25 1.537, C27 1.508, H37 1.092, H38 1.090
27 C -1.1219 0.1636 4.9607  C26 1.508, N28 1.489, H39 1.090, H40 1.093
28 N -0.6418 1.2453 4.0575  C27 1.489, C29 1.523, C30 1.541, C33 1.545
29 C -1.5867 1.4110 2.8745  N28 1.523, H41 1.089, H42 1.087, H43 1.084
30 C -0.4703 2.5799 4.8092  N28 1.541, C31 1.508, H44 1.086, H45 1.086
31 C 0.6248 3.3013 4.0653  C30 1.508, C32 1.536, H46 1.094, H47 1.091
32 C 1.4314 2.2845 3.2444  C31 1.536, C33 1.525, H48 1.091, H49 1.088
33 C 0.7797 0.9371 3.5376  N28 1.545, C32 1.525, H50 1.088, H51 1.091
34 H -3.5895 -0.4927 7.2822  C25 1.086
35 H -1.8790 -0.5217 7.6799  C25 1.092
36 H -2.4286 -1.5555 6.4253  C25 1.093
37 H -2.1074 1.4131 6.3941  C26 1.092
38 H -3.2711 0.7157 5.3022  C26 1.090
39 H -1.2812 -0.7561 4.3971  C27 1.090
40 H -0.2805 -0.0258 5.6327  C27 1.093
41 H -1.5516 0.4938 2.2891  C29 1.089
42 H -1.0869 2.1834 2.2962  C29 1.087
43 H -2.5798 1.5909 3.2703  C29 1.084
44 H -1.4403 3.0460 4.6643  C30 1.086
45 H -0.1794 2.3561 5.8313  C30 1.086
46 H 0.2463 4.0928 3.4118  C31 1.094
47 H 1.2793 3.9401 4.6600  C31 1.091
48 H 1.3324 2.5103 2.1821  C32 1.091
49 H 2.4696 2.4555 3.5204  C32 1.088
50 H 0.7563 0.2114 2.7271  C33 1.088
51 H 1.2046 0.4694 4.4267  C33 1.091
52 C 3.4425 1.4387 -3.8781  C53 1.550, H61 1.091, H62 1.089, H63 1.087
53 C 3.9606 0.2276 -3.0609  C52 1.550, C54 1.508, H64 1.089, H65 1.089
54 C 3.5658 0.4683 -1.6253  C53 1.508, N55 1.537, H66 1.093, H67 1.091
55 N 4.1420 -0.5419 -0.6203  C54 1.537, C56 1.520, C57 1.530, C60 1.498
56 C 3.4892 -1.8887 -0.8857  N55 1.520, H68 1.088, H69 1.086, H70 1.087
57 C 3.7606 -0.0736 0.7857  N55 1.530, C58 1.538, H71 1.087, H72 1.087
58 C 4.9125 -0.5212 1.7010  C57 1.538, C59 1.538, H73 1.090, H74 1.089
59 C 5.9268 -1.2302 0.7883  C58 1.538, C60 1.530, H75 1.086, H76 1.089
60 C 5.6385 -0.6064 -0.5791  N55 1.498, C59 1.530, H77 1.088, H78 1.090
61 H 4.1489 1.5527 -4.7016  C52 1.091
62 H 3.4380 2.3713 -3.3167  C52 1.089
63 H 2.4677 1.2521 -4.3213  C52 1.087
64 H 5.0493 0.2207 -3.1020  C53 1.089
65 H 3.4957 -0.6468 -3.5130  C53 1.089
66 H 2.4914 0.4601 -1.4257  C54 1.093
67 H 3.9440 1.4297 -1.2736  C54 1.091
68 H 3.6506 -2.4222 0.0486  C56 1.088
69 H 3.9969 -2.4041 -1.6960  C56 1.086
70 H 2.4253 -1.7425 -1.0565  C56 1.087
71 H 2.8029 -0.5319 1.0165  C57 1.087
72 H 3.7251 1.0125 0.7997  C57 1.087
73 H 4.6366 -1.2668 2.4471  C58 1.090
74 H 5.4039 0.2652 2.2717  C58 1.089
75 H 5.7393 -2.2989 0.8403  C59 1.086
76 H 6.9727 -0.9543 0.9167  C59 1.089
77 H 5.9906 -1.1577 -1.4479  C60 1.088
78 H 5.9898 0.4253 -0.5976  C60 1.090
79 C -3.1330 -2.7984 2.7427  C80 1.523, H88 1.092, H89 1.092, H90 1.089
80 C -2.5599 -3.6009 1.5824  C79 1.523, C81 1.523, H91 1.094, H92 1.095
81 C -2.3546 -2.6369 0.4213  C80 1.523, N82 1.514, H93 1.088, H94 1.089
82 N -2.1008 -3.2909 -0.9204  C81 1.514, C83 1.498, C84 1.522, C87 1.538
83 C -3.1577 -4.2998 -1.2513  N82 1.498, H95 1.089, H96 1.087, H97 1.088
84 C -0.6977 -3.8785 -0.9539  N82 1.522, C85 1.512, H98 1.087, H99 1.089
85 C -0.3342 -3.8413 -2.4207  C84 1.512, C86 1.543, H100 1.094, H101 1.090
86 C -0.8396 -2.4721 -2.9206  C85 1.543, C87 1.529, H102 1.086, H103 1.091
87 C -2.0430 -2.2110 -2.0139  N82 1.538, C86 1.529, H104 1.085, H105 1.090
88 H -2.5091 -1.9940 3.1381  C79 1.092
89 H -3.2693 -3.4244 3.6276  C79 1.092
90 H -4.0993 -2.3808 2.4635  C79 1.089
91 H -3.1978 -4.4640 1.3718  C80 1.094
92 H -1.6629 -4.1840 1.8175  C80 1.095
93 H -1.4305 -2.0961 0.6161  C81 1.088
94 H -3.1722 -1.9489 0.2088  C81 1.089
95 H -3.1196 -4.6469 -2.2833  C83 1.089
96 H -4.1051 -3.7970 -1.0736  C83 1.087
97 H -3.0551 -5.2239 -0.6867  C83 1.088
98 H -0.7212 -4.8761 -0.5231  C84 1.087
99 H -0.0211 -3.1975 -0.4391  C84 1.089
100 H -0.8645 -4.5380 -3.0767  C85 1.094
101 H 0.7190 -4.0341 -2.6257  C85 1.090
102 H -1.0741 -2.5413 -3.9785  C86 1.086
103 H 0.0080 -1.8314 -2.6746  C86 1.091
104 H -3.0077 -2.1036 -2.4996  C87 1.085
105 H -1.7785 -1.2694 -1.5319  C87 1.090
106 N -4.9650 1.9138 -1.2143  S107 1.515, S111 1.680
107 S -3.8986 1.3392 -0.3046  N106 1.515, O108 1.459, O109 1.460, F110 1.589, S111 2.394
108 O -2.7492 2.1792 0.0158  S107 1.459
109 O -3.5867 -0.0858 -0.3585  S107 1.460
110 F -4.6981 1.4655 1.0634  S107 1.589
111 S -3.9690 2.2082 -2.5343  N106 1.680, S107 2.394, O112 1.433, O113 1.443, F114 1.607
112 O -3.2111 1.0701 -2.9646  S111 1.433
113 O -3.5593 3.5451 -2.8918  S111 1.443
114 F -5.2652 2.0458 -3.4704  S111 1.607

Results
2S+1 ... 1
ΔE to the lowest compared entry with this formula, charge and spin ... 5.59 kcal/mol
Highest occupied orbital energy ... -13.54 eV
Charge ... +2

Atomic partial charges in e from the Löwdin method, atoms 1 to 2: -0.461, -0.044



[2]
Formula: C30H69BF8N6O4PS2
Source: the OMol25 dataset
Level of theory: wB97M-V/def2-TZVPD

Last columns: bonded neighbours and bond lengths (Å).
Positions of all 121 atoms, in Å:
1 B -0.0109 -0.2514 -0.3296  H2 1.204, H3 1.234, H4 1.234, H5 1.215
2 H 0.2274 0.3066 -1.3691  B1 1.204
3 H -1.1395 0.1016 0.0241  B1 1.234
4 H 0.0471 -1.4737 -0.4890  B1 1.234
5 H 0.7249 -0.0090 0.6057  B1 1.215
6 C -5.7568 -3.9264 -0.4359  C7 1.502, H14 1.091, H15 1.096, H16 1.085
7 C -5.4344 -3.6474 -1.8762  C6 1.502, N8 1.452, H17 1.096, H18 1.093
8 N -4.2481 -2.8326 -2.0697  C7 1.452, C9 1.373, C12 1.333
9 C -4.0496 -1.5290 -1.6866  N8 1.373, C10 1.355, H19 1.075
10 C -2.7808 -1.1965 -2.0252  C9 1.355, N11 1.381, H20 1.080
11 N -2.2374 -2.3081 -2.6376  C10 1.381, C12 1.314, C13 1.471
12 C -3.1436 -3.2589 -2.6814  N8 1.333, N11 1.314, H21 1.076
13 C -0.8304 -2.4634 -3.0388  N11 1.471, H22 1.089, H23 1.087, H24 1.084
14 H -5.8279 -3.0203 0.1672  C6 1.091
15 H -4.9313 -4.4859 0.0180  C6 1.096
16 H -6.6674 -4.5117 -0.3573  C6 1.085
17 H -6.2904 -3.2309 -2.4197  C7 1.096
18 H -5.3183 -4.5636 -2.4613  C7 1.093
19 H -4.7931 -0.9182 -1.2077  C9 1.075
20 H -2.1189 -0.3579 -1.8641  C10 1.080
21 H -3.0071 -4.2172 -3.1510  C12 1.076
22 H -0.4047 -1.4653 -3.1291  C13 1.089
23 H -0.7833 -2.9008 -4.0332  C13 1.087
24 H -0.2750 -3.0110 -2.2857  C13 1.084
25 C 3.4983 -3.1768 -3.7412  C26 1.533, H34 1.085, H35 1.093, H36 1.091
26 C 3.7973 -2.7468 -2.3008  C25 1.533, C27 1.515, H37 1.094, H38 1.094
27 C 3.4978 -1.2765 -2.0932  C26 1.515, N28 1.498, H39 1.096, H40 1.087
28 N 3.7862 -0.7776 -0.7108  C27 1.498, C29 1.507, C30 1.502, C33 1.506
29 C 3.1330 -1.6205 0.3534  N28 1.507, H41 1.083, H42 1.086, H43 1.089
30 C 3.3480 0.6556 -0.6136  N28 1.502, C31 1.546, H44 1.087, H45 1.086
31 C 4.3277 1.3521 0.3584  C30 1.546, C32 1.533, H46 1.084, H47 1.089
32 C 5.4957 0.3742 0.5308  C31 1.533, C33 1.510, H48 1.096, H49 1.088
33 C 5.2731 -0.7310 -0.4741  N28 1.506, C32 1.510, H50 1.086, H51 1.091
34 H 4.2902 -2.8748 -4.4194  C25 1.085
35 H 2.5327 -2.7816 -4.0668  C25 1.093
36 H 3.3586 -4.2583 -3.7660  C25 1.091
37 H 4.8172 -3.0222 -2.0169  C26 1.094
38 H 3.1694 -3.3351 -1.6249  C26 1.094
39 H 2.4145 -1.1315 -2.1734  C27 1.096
40 H 3.9860 -0.6121 -2.8010  C27 1.087
41 H 3.7140 -2.5039 0.5864  C29 1.083
42 H 2.1353 -1.8160 -0.0291  C29 1.086
43 H 3.1160 -0.9400 1.2036  C29 1.089
44 H 2.3242 0.6968 -0.2515  C30 1.087
45 H 3.4666 1.1365 -1.5801  C30 1.086
46 H 3.8160 1.5372 1.2963  C31 1.084
47 H 4.6045 2.3275 -0.0398  C31 1.089
48 H 5.4380 -0.0204 1.5519  C32 1.096
49 H 6.4776 0.8419 0.5210  C32 1.088
50 H 5.6251 -1.7064 -0.1528  C33 1.086
51 H 5.7451 -0.5167 -1.4343  C33 1.091
52 C -2.9338 1.3642 3.8813  C53 1.525, H61 1.089, H62 1.088, H63 1.093
53 C -2.9360 -0.0938 3.4344  C52 1.525, C54 1.517, H64 1.091, H65 1.092
54 C -1.5005 -0.5814 3.3777  C53 1.517, N55 1.502, H66 1.090, H67 1.090
55 N -1.3599 -2.0275 2.9978  C54 1.502, C56 1.499, C57 1.495, C60 1.493
56 C -1.8277 -2.8427 4.1656  N55 1.499, H68 1.088, H69 1.085, H70 1.083
57 C 0.0639 -2.4040 2.7402  N55 1.495, C58 1.542, H71 1.085, H72 1.086
58 C 0.0140 -3.6180 1.7906  C57 1.542, C59 1.548, H73 1.088, H74 1.086
59 C -1.4200 -3.6201 1.2086  C58 1.548, C60 1.526, H75 1.091, H76 1.092
60 C -2.1335 -2.3962 1.7754  N55 1.493, C59 1.526, H77 1.086, H78 1.091
61 H -3.0430 1.4646 4.9601  C52 1.089
62 H -3.7083 1.9400 3.3785  C52 1.088
63 H -1.9742 1.8427 3.6686  C52 1.093
64 H -3.4012 -0.2167 2.4549  C53 1.091
65 H -3.5067 -0.6621 4.1716  C53 1.092
66 H -1.0013 -0.4100 4.3315  C54 1.090
67 H -0.9291 -0.0282 2.6317  C54 1.090
68 H -1.5987 -3.8794 3.9263  C56 1.088
69 H -2.9037 -2.7214 4.2324  C56 1.085
70 H -1.3053 -2.5134 5.0555  C56 1.083
71 H 0.5995 -2.5727 3.6686  C57 1.085
72 H 0.5454 -1.5891 2.2089  C57 1.086
73 H 0.2568 -4.5372 2.3193  C58 1.088
74 H 0.7208 -3.4438 0.9844  C58 1.086
75 H -1.9333 -4.5677 1.3765  C59 1.091
76 H -1.3355 -3.5446 0.1222  C59 1.092
77 H -3.1656 -2.6452 2.0025  C60 1.086
78 H -2.0092 -1.5637 1.0819  C60 1.091
79 C 2.2539 6.0117 -1.1019  C80 1.515, H88 1.086, H89 1.094, H90 1.092
80 C 1.4924 4.7576 -0.7251  C79 1.515, C81 1.514, H91 1.098, H92 1.091
81 C 0.3004 5.0721 0.1546  C80 1.514, N82 1.507, H93 1.093, H94 1.090
82 N -0.5930 3.8995 0.4656  C81 1.507, C83 1.479, C84 1.524, C87 1.507
83 C 0.1778 2.8857 1.2177  N82 1.479, H95 1.088, H96 1.086, H97 1.089
84 C -1.1617 3.3476 -0.8367  N82 1.524, C85 1.505, H98 1.084, H99 1.091
85 C -2.5256 2.8474 -0.4423  C84 1.505, C86 1.532, H100 1.101, H101 1.087
86 C -3.0349 3.8751 0.5736  C85 1.532, C87 1.527, H102 1.090, H103 1.091
87 C -1.7722 4.3614 1.2823  N82 1.507, C86 1.527, H104 1.083, H105 1.087
88 H 3.1894 5.8123 -1.6165  C79 1.086
89 H 2.5023 6.5767 -0.1987  C79 1.094
90 H 1.6448 6.6544 -1.7408  C79 1.092
91 H 2.1696 4.0702 -0.2014  C80 1.098
92 H 1.2364 4.1601 -1.6016  C80 1.091
93 H -0.3435 5.7798 -0.3745  C81 1.093
94 H 0.5956 5.5123 1.1074  C81 1.090
95 H 1.0359 2.5117 0.6635  C83 1.088
96 H -0.4131 1.9917 1.3917  C83 1.086
97 H 0.6057 3.3112 2.1246  C83 1.089
98 H -0.4160 2.6640 -1.2259  C84 1.084
99 H -1.3057 4.1664 -1.5431  C84 1.091
100 H -2.3865 1.8935 0.0901  C85 1.101
101 H -3.1822 2.5619 -1.2607  C85 1.087
102 H -3.7588 3.3668 1.2106  C86 1.090
103 H -3.5980 4.6952 0.1263  C86 1.091
104 H -1.7006 3.9924 2.2980  C87 1.083
105 H -1.7633 5.4481 1.3157  C87 1.087
106 N 0.6827 1.8885 -5.3371  S107 1.597, S111 1.588
107 S 0.2109 0.5091 -5.9894  N106 1.597, O108 1.422, O109 1.431, F110 1.573, S111 2.543
108 O -1.1404 0.5209 -6.4316  S107 1.422
109 O 0.6688 -0.6711 -5.3215  S107 1.431
110 F 1.0642 0.5575 -7.3098  S107 1.573
111 S 0.1828 1.8528 -3.8303  N106 1.588, S107 2.543, O112 1.430, O113 1.424, F114 1.597
112 O 1.2419 1.5400 -2.9222  S111 1.430
113 O -1.1356 1.3934 -3.5515  S111 1.424
114 F 0.0691 3.4348 -3.6472  S111 1.597
115 P 2.0910 0.6736 4.5582  F116 1.636, F117 1.627, F118 1.632, F119 1.614, F120 1.598, F121 1.610
116 F 1.1894 -0.5682 5.1251  P115 1.636
117 F 1.4863 0.3516 3.0822  P115 1.627
118 F 0.8326 1.6822 4.8085  P115 1.632
119 F 2.9459 1.8948 3.9389  P115 1.614
120 F 2.6031 0.9818 6.0400  P115 1.598
121 F 3.3452 -0.3039 4.3090  P115 1.610

Results
2S+1 ... 1
Highest occupied orbital energy ... -11.03 eV
Charge ... +1

Atomic partial charges in e from the Löwdin method, atoms 1 to 2: -0.434, -0.023



Ordered lowest unoccupied orbital energy results: -4.059; -2.171; unit eV.
Ordered gap between HOMO and LUMO results: 9.483; 8.858; unit eV.